# 1
64
Properties=species:S:1:pos:R:3 method="wB97M-V/def2-TZVPD" multiplicity=2 e_homo_ev="-6.005 / -7.755" orbital_gap_ha="0.2143 / 0.2712"
In -1.0469 0.4405 -0.3790
O -1.7247 1.9983 1.4304
N -2.7060 2.7304 1.0105
C -2.7095 4.0368 1.3247
C -3.7332 4.8758 0.9704
C -4.7958 4.3681 0.2256
C -4.7709 3.0409 -0.1246
C -3.7237 2.2056 0.2703
S -3.7584 0.5542 -0.1320
H -1.8449 4.3710 1.8795
H -3.6897 5.9131 1.2578
H -5.6062 5.0060 -0.0824
H -5.5523 2.6017 -0.7250
C 0.6691 1.0565 -4.4576
C 0.9657 1.5792 -3.0536
C 2.3088 2.3065 -3.0145
O 0.9714 0.4670 -2.1721
C -0.1587 2.6330 -2.6997
O -0.1970 3.6308 -3.3958
O -0.9272 2.3641 -1.7308
H 1.4397 0.3534 -4.7734
H 0.6331 1.8925 -5.1485
H -0.2987 0.5590 -4.4681
H 3.1044 1.6732 -3.4049
H 2.5513 2.6066 -1.9945
H 2.2385 3.2040 -3.6224
H 1.3612 0.7634 -1.3369
N -1.3145 -1.5154 1.4947
C -1.5865 -2.9309 1.2874
C -2.7086 -3.1413 0.2605
C -2.2466 -3.5567 -1.1464
C -2.4918 -2.5015 -2.2255
N -1.4693 -1.4681 -2.1723
H -0.5336 -1.3917 2.1300
H -2.1229 -1.0666 1.9159
H -1.8720 -3.4167 2.2317
H -0.6581 -3.3952 0.9489
H -3.2760 -2.2128 0.1948
H -3.3823 -3.9076 0.6480
H -2.7680 -4.4693 -1.4416
H -1.1787 -3.7808 -1.1366
H -3.4600 -2.0208 -2.0639
H -2.5159 -2.9968 -3.2111
H -1.5969 -0.7956 -2.9209
H -0.5431 -1.8706 -2.2857
O 6.0641 -3.7578 2.2059
C 5.2426 -3.4611 3.2945
N 4.5536 -2.1990 3.1374
C 3.3497 -2.1338 2.5028
O 2.7133 -3.1186 2.1865
C 2.8587 -0.7528 2.2240
C 3.1032 0.3382 3.0593
C 2.5704 1.5695 2.7113
C 1.8432 1.6763 1.5367
N 1.6173 0.6447 0.7306
C 2.1002 -0.5386 1.0783
H 5.5176 -3.9760 1.4412
H 5.9005 -3.4018 4.1650
H 4.4759 -4.2287 3.4501
H 5.1197 -1.3666 3.1863
H 3.6712 0.2189 3.9715
H 2.7268 2.4350 3.3373
H 1.4094 2.6162 1.2191
H 1.8855 -1.3582 0.4030

# 2
68
Properties=species:S:1:pos:R:3 method="wB97M-V/def2-TZVPD" multiplicity=2 e_homo_ev="-16.201 / -16.201" orbital_gap_ha="0.2561 / 0.2309" total_charge=+3
Ir 0.2687 0.3013 -0.2449
C -4.6352 -0.4792 -3.3097
C -4.5193 -0.9517 -1.8693
N -3.3362 -1.7901 -1.6384
C -2.1116 -1.3637 -1.3879
S -1.8313 0.3668 -1.2667
N -1.1117 -2.2130 -1.3269
N 0.0741 -1.6179 -1.0075
C 1.1563 -2.3236 -1.1582
C 1.1633 -3.7262 -1.6589
C 2.4078 -1.6250 -0.8545
C 3.6479 -2.2382 -0.8742
C 4.7789 -1.4864 -0.5880
C 4.6366 -0.1384 -0.3010
C 3.3696 0.4139 -0.2930
N 2.2784 -0.3115 -0.5668
H -5.5427 0.1107 -3.4313
H -4.6885 -1.3231 -3.9969
H -3.7861 0.1462 -3.5918
H -5.3818 -1.5510 -1.5855
H -4.4675 -0.1079 -1.1793
H -3.4222 -2.7867 -1.7926
H 0.1968 -4.0027 -2.0625
H 1.3997 -4.4167 -0.8442
H 1.9303 -3.8454 -2.4249
H 3.7284 -3.2885 -1.1166
H 5.7575 -1.9479 -0.5982
H 5.4926 0.4861 -0.0877
H 3.2230 1.4630 -0.0850
N 0.2438 -0.0670 -3.7755
C 0.5536 1.1263 -3.2680
N 0.6517 1.4223 -1.9706
C 1.0501 2.7484 -1.7705
C 1.2272 3.4525 -2.8995
S 0.9164 2.4651 -4.2803
C 1.2029 3.1282 -0.3803
C 1.5652 4.2959 0.1700
S 1.6214 4.1569 1.8890
C 1.1336 2.5109 1.7890
N 0.9459 2.0913 0.5300
N 0.9802 1.7692 2.8780
H -0.0222 -0.8320 -3.1799
H 0.1959 -0.2041 -4.7721
H 1.5285 4.4810 -3.0101
H 1.8177 5.2201 -0.3235
H 1.1861 2.1625 3.7815
H 0.8328 0.7661 2.7725
C 0.0748 -2.1339 3.9741
S 0.6337 -2.2781 2.2884
C 2.2418 -2.9923 2.6062
O 0.9213 -0.8288 1.8454
H -0.0947 -3.1383 4.3624
H -0.8666 -1.5896 3.9664
H 0.8281 -1.6168 4.5680
H 2.1371 -3.7883 3.3426
H 2.8900 -2.2020 2.9845
H 2.6342 -3.4083 1.6817
C -3.5782 2.4409 3.3524
N -2.7512 1.4007 2.7447
C -1.9494 1.5587 1.6945
N -1.9548 2.7381 1.0485
O -1.2028 0.5817 1.3620
H -4.2637 1.9663 4.0477
H -4.1844 2.9469 2.6014
H -2.9734 3.1704 3.8910
H -2.6638 0.5163 3.2169
H -2.6843 3.4089 1.2289
H -1.5001 2.8008 0.1551

# 3
55
Properties=species:S:1:pos:R:3 method="wB97M-V/def2-TZVPD" e_homo_ev=-7.924 orbital_gap_ha=0.3152 smiles=CC(C)CN1CCN(Cc2cn(C)c3ccccc23)C[C@@H]1CCO
C 0.2467 0.1724 3.7734
C -1.2173 0.5943 3.7049
C -1.7288 1.0167 5.0791
C -1.3885 1.7471 2.7042
N -0.9168 1.3798 1.3839
C -0.3204 2.4465 0.6089
C 0.4879 1.8280 -0.5295
N -0.3966 1.0436 -1.3709
C 0.2486 0.5399 -2.5838
C 1.3706 -0.4237 -2.3506
C 2.6773 -0.1112 -2.0984
N 3.4169 -1.2404 -1.8871
C 4.8225 -1.2908 -1.6070
C 2.5889 -2.3216 -2.0000
C 2.8635 -3.6787 -1.8760
C 1.8196 -4.5605 -2.0504
C 0.5298 -4.1096 -2.3451
C 0.2505 -2.7680 -2.4681
C 1.2847 -1.8486 -2.2909
C -1.0266 -0.0002 -0.5802
C -1.8372 0.5848 0.5845
C -3.1513 1.3284 0.1927
C -3.4744 1.5279 -1.2945
O -2.6695 2.4790 -1.9302
H 0.8539 0.9809 4.1750
H 0.3665 -0.6999 4.4118
H 0.6052 -0.0670 2.7762
H -1.8101 -0.2598 3.3623
H -1.1635 1.8699 5.4488
H -2.7791 1.2964 5.0310
H -1.6231 0.2013 5.7909
H -0.7879 2.5910 3.0533
H -2.4413 2.0696 2.7054
H -1.0637 3.1418 0.1859
H 0.3528 3.0156 1.2542
H 1.2900 1.2060 -0.0994
H 0.9393 2.6173 -1.1362
H 0.6186 1.4126 -3.1311
H -0.5267 0.0604 -3.1876
H 3.1446 0.8557 -2.0658
H 5.2217 -0.2784 -1.5812
H 5.3490 -1.8582 -2.3791
H 5.0060 -1.7674 -0.6403
H 3.8599 -4.0307 -1.6535
H 1.9984 -5.6220 -1.9617
H -0.2592 -4.8352 -2.4793
H -0.7492 -2.4330 -2.7018
H -0.2706 -0.6759 -0.1473
H -1.6752 -0.5925 -1.2270
H -2.1230 -0.2703 1.2071
H -3.1341 2.3230 0.6440
H -3.9928 0.7891 0.6323
H -4.4987 1.9088 -1.3683
H -3.4397 0.5652 -1.8258
H -1.7479 2.1505 -1.8613

# 4
57
Properties=species:S:1:pos:R:3 method="wB97M-V/def2-TZVPD" e_homo_ev=-9.368 orbital_gap_ha=0.3575
C -0.7078 4.7725 1.3006
C -1.1670 4.1681 -0.0231
C -0.9221 2.6641 -0.0653
C 0.5801 2.3581 0.0762
N 0.9633 1.0052 -0.3118
C 1.7163 0.8684 -1.5435
C 0.6308 -0.0115 0.5352
O -0.0480 0.2157 1.5257
C 1.0933 -1.4177 0.1813
C 0.8995 -2.4108 1.3190
C 0.7336 -3.8398 0.7922
C 0.4293 -4.8164 1.9244
C 1.4887 -4.7590 3.0208
C 1.6896 -3.3300 3.5155
C 2.0050 -2.4006 2.3664
C 2.8017 -1.1712 2.6607
C 3.4510 -2.3310 1.9556
N -1.4206 2.0009 -1.2751
C -2.0640 2.5033 -2.3636
O -2.3195 3.6744 -2.5658
C -2.4515 1.4448 -3.3602
C -1.7062 0.3460 -3.6715
S -2.4479 -0.4921 -4.9325
N -3.7752 0.4654 -4.9847
C -3.6490 1.4703 -4.1476
C -4.7291 2.5010 -4.0574
H -0.9969 5.8223 1.3500
H -1.1651 4.2593 2.1497
H 0.3740 4.7289 1.4294
H -2.2311 4.3544 -0.1607
H -0.6684 4.6560 -0.8616
H -1.4348 2.2041 0.7819
H 1.1385 3.0375 -0.5730
H 0.8850 2.5384 1.1068
H 1.8065 -0.1729 -1.8327
H 1.2033 1.4021 -2.3467
H 2.7208 1.2895 -1.4443
H 0.5004 -1.7466 -0.6810
H 2.1293 -1.4077 -0.1581
H -0.0274 -2.1305 1.8309
H -0.0698 -3.8672 0.0496
H 1.6535 -4.1467 0.2786
H -0.5468 -4.5623 2.3528
H 0.3457 -5.8329 1.5326
H 1.2109 -5.4117 3.8514
H 2.4384 -5.1354 2.6246
H 0.7848 -2.9784 4.0251
H 2.5022 -3.2930 4.2466
H 2.6061 -0.2682 2.0985
H 3.0745 -0.9865 3.6920
H 4.1584 -2.9373 2.5071
H 3.7066 -2.2183 0.9100
H -1.4167 0.9966 -1.2113
H -0.7502 0.0496 -3.2662
H -4.5729 3.1682 -3.2158
H -4.7367 3.1026 -4.9667
H -5.6967 2.0080 -3.9712

Please write out number 1 again, unchanged.
64
Properties=species:S:1:pos:R:3 method="wB97M-V/def2-TZVPD" multiplicity=2 e_homo_ev="-6.005 / -7.755" orbital_gap_ha="0.2143 / 0.2712"
In -1.0469 0.4405 -0.3790
O -1.7247 1.9983 1.4304
N -2.7060 2.7304 1.0105
C -2.7095 4.0368 1.3247
C -3.7332 4.8758 0.9704
C -4.7958 4.3681 0.2256
C -4.7709 3.0409 -0.1246
C -3.7237 2.2056 0.2703
S -3.7584 0.5542 -0.1320
H -1.8449 4.3710 1.8795
H -3.6897 5.9131 1.2578
H -5.6062 5.0060 -0.0824
H -5.5523 2.6017 -0.7250
C 0.6691 1.0565 -4.4576
C 0.9657 1.5792 -3.0536
C 2.3088 2.3065 -3.0145
O 0.9714 0.4670 -2.1721
C -0.1587 2.6330 -2.6997
O -0.1970 3.6308 -3.3958
O -0.9272 2.3641 -1.7308
H 1.4397 0.3534 -4.7734
H 0.6331 1.8925 -5.1485
H -0.2987 0.5590 -4.4681
H 3.1044 1.6732 -3.4049
H 2.5513 2.6066 -1.9945
H 2.2385 3.2040 -3.6224
H 1.3612 0.7634 -1.3369
N -1.3145 -1.5154 1.4947
C -1.5865 -2.9309 1.2874
C -2.7086 -3.1413 0.2605
C -2.2466 -3.5567 -1.1464
C -2.4918 -2.5015 -2.2255
N -1.4693 -1.4681 -2.1723
H -0.5336 -1.3917 2.1300
H -2.1229 -1.0666 1.9159
H -1.8720 -3.4167 2.2317
H -0.6581 -3.3952 0.9489
H -3.2760 -2.2128 0.1948
H -3.3823 -3.9076 0.6480
H -2.7680 -4.4693 -1.4416
H -1.1787 -3.7808 -1.1366
H -3.4600 -2.0208 -2.0639
H -2.5159 -2.9968 -3.2111
H -1.5969 -0.7956 -2.9209
H -0.5431 -1.8706 -2.2857
O 6.0641 -3.7578 2.2059
C 5.2426 -3.4611 3.2945
N 4.5536 -2.1990 3.1374
C 3.3497 -2.1338 2.5028
O 2.7133 -3.1186 2.1865
C 2.8587 -0.7528 2.2240
C 3.1032 0.3382 3.0593
C 2.5704 1.5695 2.7113
C 1.8432 1.6763 1.5367
N 1.6173 0.6447 0.7306
C 2.1002 -0.5386 1.0783
H 5.5176 -3.9760 1.4412
H 5.9005 -3.4018 4.1650
H 4.4759 -4.2287 3.4501
H 5.1197 -1.3666 3.1863
H 3.6712 0.2189 3.9715
H 2.7268 2.4350 3.3373
H 1.4094 2.6162 1.2191
H 1.8855 -1.3582 0.4030